--- one ---
Here is an isolated ion of composition CH2N3O3 and charge -1 from the OMol25 dataset. Energies are from ωB97M-V/def2-TZVPD.

```
9
CH2N3O3 ωB97M-V/def2-TZVPD
H -1.60509 0.85204 -0.90517
N -1.57098 0.69726 0.04305
N -0.67341 -0.00689 0.42810
O 0.02829 -0.71235 -0.65058
N 1.02517 -1.68086 -0.81123
C 2.10344 -1.59462 0.01836
O 3.06341 -2.31888 0.01980
O 2.05053 -0.71901 1.06147
H 1.16506 -0.22122 0.81846
```

Computed properties:
structure (SMILES)	[H]/N=N\O/N=C(/[O-])O
LUMO level (alpha / beta)	4.463 / 4.463	eV
charge	-1
highest occupied orbital energy (alpha / beta)	-0.124 / -0.124	Ha
molecular weight	104.05	g mol⁻¹

These are the Löwdin partial charges, in e, on atoms 1 to 4:
1. H 0.009
2. N 0.033
3. N -0.083
4. O -0.266

***

--- two ---
Here is CH2N3O3 as an isolated structure from the OMol25 dataset. Energies are from ωB97M-V/def2-TZVPD.

```
9
CH2N3O3 ωB97M-V/def2-TZVPD
C -0.13806 0.22950 -2.40851
N 1.58037 -1.09016 0.14367
N 0.48405 -0.97897 0.57269
N -0.63045 -0.88658 -1.81080
O 0.01969 0.21943 -3.62678
O 0.41057 1.24525 -1.63201
O -0.86402 -0.82433 -0.47797
H -0.01481 -1.51093 1.30637
H 0.18293 1.33706 -0.70987
```

Computed properties:
LUMO level (alpha / beta)	4.182 / 4.181	eV
charge	-1
highest occupied orbital energy (alpha / beta)	-0.104 / -0.104	Ha
molecular weight	104.05	g mol⁻¹

These are the Löwdin partial charges, in e, on atoms 1 to 4:
1. C -0.693
2. N 0.064
3. N -0.153
4. N -0.055

***

Structures ranked by computed energy, the most stable listed first: one, two.

***

--- one ---
Here is an isolated ion of composition C4H10NS and charge +1 from the OMol25 dataset. Energies are from ωB97M-V/def2-TZVPD.

```
16
C4H10NS ωB97M-V/def2-TZVPD
C -0.91003 -0.99969 -0.79707
C -0.01132 -0.06600 0.00753
C -0.55085 0.28130 1.33173
N 0.23733 1.16437 -0.77508
C 1.45820 -0.77232 0.21712
S 2.91625 -0.27705 -0.27087
H -1.45674 -1.53595 -0.15702
H -0.17149 -1.61388 -1.49517
H -1.50151 -0.43889 -1.50361
H -1.51218 0.79125 1.25563
H -0.71306 -0.49970 2.01713
H 0.07113 1.08049 1.96266
H -0.27163 1.85853 -0.17358
H -0.20837 1.25413 -1.66196
H 1.27881 1.19607 -1.05099
H 1.34546 -1.42269 1.09354
```

Computed properties:
structure (SMILES)	CC(C)([NH3+])C=S
LUMO level	-4.772	eV
charge	+1
highest occupied orbital energy	-0.502	Ha
molecular weight	104.20	g mol⁻¹

These are the Löwdin partial charges, in e, on atoms 1 to 4:
1. C 0.011
2. C -0.600
3. C -0.055
4. N 0.193

***

--- two ---
Here is a 2-piece molecular cluster, C4H10NS overall from the OMol25 dataset. Energies are from ωB97M-V/def2-TZVPD.

```
16
C4H10NS ωB97M-V/def2-TZVPD
C -0.57666 -2.18831 0.47059
C 0.20552 2.39207 0.57563
C 1.24863 -0.44769 -0.76358
C -0.40347 0.99767 0.18138
N 0.56873 0.08000 0.31606
S -2.00255 -2.42086 -0.12488
H 0.05963 -3.04347 0.72262
H -0.69665 3.01245 0.34664
H 0.54146 2.41260 1.71336
H 1.04074 2.67145 -0.16916
H 1.52136 -1.55708 -0.54056
H 2.10329 0.28384 -0.83927
H 0.82827 -0.34712 -1.76632
H -0.86688 0.94019 -0.85449
H -1.29054 0.86789 0.94464
H -2.28088 -3.65362 -0.21266
```

Computed properties:
LUMO level (alpha / beta)	-6.491 / -6.492	eV
charge	+1
highest occupied orbital energy (alpha / beta)	-0.506 / -0.506	Ha
molecular weight	104.20	g mol⁻¹

These are the Löwdin partial charges, in e, on atoms 1 to 4:
1. C -0.405
2. C -0.035
3. C -0.136
4. C -0.337

***

--- three ---
Here is an isolated ion of composition C4H10NS and charge +1 from the OMol25 dataset. Energies are from ωB97M-V/def2-TZVPD.

```
16
C4H10NS ωB97M-V/def2-TZVPD
C -1.05875 -0.38103 -0.55228
C 0.56038 -0.75046 0.35255
C 0.85608 -2.14888 0.09658
C 0.94509 1.94324 0.68121
N -1.88442 0.82321 -0.77769
S 1.69343 0.22885 0.91982
H -0.84830 -0.83032 -1.50452
H -1.70104 -1.03647 -0.05133
H 0.67081 -2.38404 -0.92745
H 0.21398 -2.71423 0.77736
H 1.80854 -2.36000 0.43960
H 0.66450 2.15326 -0.39558
H 1.71254 2.74461 0.95238
H 0.03904 1.89688 1.35901
H -2.14955 1.34144 0.01223
H -1.52235 1.47394 -1.38186
```

Computed properties:
LUMO level	-5.396	eV
charge	+1
highest occupied orbital energy	-0.514	Ha
molecular weight	104.20	g mol⁻¹

These are the Löwdin partial charges, in e, on atoms 1 to 4:
1. C -0.089
2. C -0.486
3. C -0.111
4. C -0.277

***

Structures ranked by computed energy, the most stable listed first: one, three, two.

***

--- one ---
Here is a 2-piece molecular cluster, C4H10NS overall from the OMol25 dataset. Energies are from ωB97M-V/def2-TZVPD.

```
16
C4H10NS ωB97M-V/def2-TZVPD
C -0.76665 0.43392 -0.80774
C 0.43860 -0.34252 0.74982
C -0.31372 -0.42954 -3.00038
C 0.85302 0.04874 3.42759
N -0.61748 0.66702 -2.12050
S 0.19230 0.75404 1.93954
H -1.32723 -0.44047 -0.54186
H -1.01544 1.24534 -0.04798
H 0.70734 -1.44897 0.63902
H -0.91232 -0.45148 -3.84322
H 0.75332 -0.47249 -3.10512
H -0.53388 -1.16773 -2.30194
H 1.43465 0.93200 3.95409
H 1.44671 -0.86311 3.27768
H -0.01207 -0.10817 4.13012
H -0.32714 1.64341 -2.34912
```

Computed properties:
LUMO level	-5.101	eV
charge	+1
highest occupied orbital energy	-0.479	Ha
molecular weight	104.20	g mol⁻¹

These are the Löwdin partial charges, in e, on atoms 1 to 4:
1. C -0.128
2. C -0.276
3. C -0.027
4. C -0.366

***

--- two ---
Here is a 2-piece molecular cluster, C4H10NS overall from the OMol25 dataset. Energies are from ωB97M-V/def2-TZVPD.

```
16
C4H10NS ωB97M-V/def2-TZVPD
C 1.22023 0.59010 -0.83574
C 1.26666 1.82657 -0.11920
C -1.77273 -0.79482 1.64546
C -1.71824 0.30293 0.71973
N 0.84903 0.69013 0.58121
S -2.15282 0.44775 -0.83722
H 0.44537 0.52645 -1.44007
H 2.09070 0.06917 -1.03017
H 2.31181 2.26873 -0.09760
H 0.44136 2.55260 -0.25786
H -2.33940 -1.76018 1.42664
H -2.47500 -0.47186 2.52244
H -1.00602 -1.15041 2.33072
H -1.35959 1.29708 1.17764
H 1.51003 0.27908 1.27042
H -2.51079 -0.76424 -1.25918
```

Computed properties:
LUMO level	-5.541	eV
charge	+1
highest occupied orbital energy	-0.514	Ha
molecular weight	104.20	g mol⁻¹

These are the Löwdin partial charges, in e, on atoms 1 to 4:
1. C -0.143
2. C -0.208
3. C -0.129
4. C -0.522

***

Structures ranked by computed energy, the most stable listed first: two, one.

***

--- one ---
Here is one molecule with the formula C3H9N5 from the OMol25 dataset. Energies are from ωB97M-V/def2-TZVPD.

```
17
C3H9N5 ωB97M-V/def2-TZVPD
H 1.89501 1.78537 -0.26618
N 0.90261 1.94223 -0.10293
C 0.24982 0.86207 0.08741
N -1.06890 0.99333 0.47131
C -2.19683 0.35508 -0.05245
N -2.16156 -0.79135 -0.63540
H -3.12348 -0.96357 -0.95961
N 0.75735 -0.43616 -0.03558
C 2.12750 -0.54738 -0.42008
N 0.23687 -1.49098 0.72411
H -1.27056 1.95765 0.73231
H -3.10758 0.96893 0.04556
H 2.79518 -0.22545 0.39567
H 2.35500 -1.62743 -0.55760
H 2.28650 0.09843 -1.29494
H -0.62361 -1.76013 0.23101
H -0.05331 -1.12066 1.63739
```

Computed properties:
structure (SMILES)	[H]/N=C(/N/C=N/[H])N(C)N
LUMO level	0.791	eV
charge	0
highest occupied orbital energy	-0.319	Ha
molecular weight	115.14	g mol⁻¹

These are the Löwdin partial charges, in e, on atoms 1 to 4:
1. H 0.023
2. N 0.125
3. C -0.482
4. N 0.065

***

--- two ---
Here is C3H9N5 as an isolated structure from the OMol25 dataset. Energies are from ωB97M-V/def2-TZVPD.

```
17
C3H9N5 ωB97M-V/def2-TZVPD
C 0.64219 -1.86755 -0.45151
C -0.37014 0.96348 0.27842
C 0.85131 0.38036 0.40172
N -1.91633 -0.61503 -0.47177
N -0.89868 2.15286 0.09266
N 2.11953 0.71220 0.40509
N -0.97029 -0.20266 0.45649
N 0.31296 -0.81674 0.50016
H -2.42205 -1.40746 -0.08436
H -2.57361 0.13523 -0.67337
H -0.31545 2.97573 0.00928
H -1.86310 2.34656 0.32713
H 2.80722 0.03993 0.72354
H 2.39242 1.67290 0.57758
H 1.68240 -2.18589 -0.32015
H 0.51356 -1.54032 -1.49123
H 0.00805 -2.74362 -0.27968
```

Computed properties:
LUMO level	0.992	eV
charge	0
highest occupied orbital energy	-0.202	Ha
molecular weight	115.14	g mol⁻¹

These are the Löwdin partial charges, in e, on atoms 1 to 4:
1. C -0.063
2. C -0.398
3. C -0.418
4. N 0.070

***

Structures ranked by computed energy, the most stable listed first: one, two.

***

--- one ---
Here is one molecule with the formula C3H9N5 from the OMol25 dataset. Energies are from ωB97M-V/def2-TZVPD.

```
17
C3H9N5 ωB97M-V/def2-TZVPD
H 1.76983 -0.57452 0.31713
N 1.24338 -0.39758 -0.59803
C 0.13822 0.12383 -0.22889
N -0.89442 0.35544 -1.04256
N -1.00721 0.21299 -2.50650
C -0.06278 -0.00567 -3.29797
N -0.05723 0.31446 1.10366
C 0.97597 -0.35696 1.91829
N -1.24483 0.64788 1.75834
H -1.93181 0.59010 -0.72599
H -0.73146 -0.29356 -4.30259
H 1.02052 -0.12121 -3.24885
H 0.61074 -0.57302 3.11820
H 1.83996 0.18327 1.79303
H 1.26634 -1.45010 1.52742
H -1.06244 1.46667 2.29997
H -1.87280 -0.12204 2.11535
```

Computed properties:
structure (SMILES)	[H]/N=C(/NN=C)N(C)N
LUMO level	0.742	eV
charge	0
highest occupied orbital energy	-0.314	Ha
molecular weight	115.14	g mol⁻¹

These are the Löwdin partial charges, in e, on atoms 1 to 4:
1. H 0.013
2. N 0.096
3. C -0.562
4. N 0.022

***

--- two ---
Here is one molecule with the formula C3H9N5 from the OMol25 dataset. Energies are from ωB97M-V/def2-TZVPD.

```
17
C3H9N5 ωB97M-V/def2-TZVPD
H 3.79819 0.35134 0.19703
N 2.78947 0.40740 0.15061
C 2.18384 -0.73786 -0.01277
N 0.85900 -1.17437 -0.15746
C -0.13749 -0.30494 0.02646
N -1.40617 -0.70483 -0.31596
C -2.75707 -0.67457 0.26946
N 0.05369 0.94790 0.21006
N -0.80804 1.93891 -0.19801
H 2.68218 -1.67838 -0.00305
H -1.40721 -1.69114 -0.91905
H -3.33382 -1.59620 0.50249
H -3.37445 0.04523 -0.35811
H -2.73595 -0.39501 1.52912
H 0.94067 1.26457 0.33561
H -1.63298 2.11998 0.42902
H -1.08797 1.97872 -1.23660
```

Computed properties:
structure (SMILES)	[H]/N=C/N=C(/NC)NN
LUMO level	0.677	eV
charge	0
highest occupied orbital energy	-0.314	Ha
molecular weight	115.14	g mol⁻¹

These are the Löwdin partial charges, in e, on atoms 1 to 4:
1. H 0.027
2. N 0.044
3. C -0.321
4. N 0.062

***

Structures ranked by computed energy, the most stable listed first: two, one.

***

--- one ---
Here is one molecule with the formula C3H9N5 from the OMol25 dataset. Energies are from ωB97M-V/def2-TZVPD.

```
17
C3H9N5 ωB97M-V/def2-TZVPD
C -1.38262 1.82808 0.04877
C -1.41333 0.32326 -0.08647
N -2.54718 -0.30441 -0.14292
N -2.47938 -1.70221 -0.11227
N -0.25509 -0.39188 -0.13433
C 0.94004 0.12709 -0.20655
N 1.98908 -0.62487 0.13653
N 3.27983 -0.16961 -0.09921
H -1.01356 2.04500 1.10205
H -2.33592 2.29812 -0.05154
H -0.69068 2.29394 -0.72351
H -3.30224 -2.10463 0.37835
H -1.57064 -2.02246 0.24416
H 1.24418 1.14465 -0.34776
H 1.88181 -1.66532 0.25587
H 3.86465 -0.43013 0.68518
H 3.79103 -0.64463 -0.94635
```

Computed properties:
structure (SMILES)	CC(=N/N)/N=C/NN
LUMO level	0.711	eV
charge	0
highest occupied orbital energy	-0.273	Ha
molecular weight	115.14	g mol⁻¹

These are the Löwdin partial charges, in e, on atoms 1 to 4:
1. C -0.055
2. C -0.483
3. N -0.015
4. N -0.042

***

--- two ---
Here is one molecule with the formula C3H9N5 from the OMol25 dataset. Energies are from ωB97M-V/def2-TZVPD.

```
17
C3H9N5 ωB97M-V/def2-TZVPD
H 2.32347 2.21197 -0.76993
N 2.25016 1.25984 -0.34830
C 1.09378 0.70487 -0.51521
N 0.90624 -0.58881 -0.03117
N 2.06157 -1.22072 0.50651
C -0.16145 -1.43675 -0.36140
N -1.34492 -1.08020 -0.68389
N -1.77643 0.24783 -0.60166
C -1.97797 0.65701 0.78444
H 0.12299 1.05392 -0.86818
H 2.51474 -0.52246 1.08586
H 2.67648 -1.28951 -0.29677
H 0.07457 -2.48847 -0.35813
H -2.70156 0.23056 -1.05210
H -2.83064 0.12131 1.23012
H -1.07910 0.39528 1.34966
H -2.15195 1.74435 0.93014
```

Computed properties:
structure (SMILES)	[H]/N=C/N(N)/C=N\NC
LUMO level	0.982	eV
charge	0
highest occupied orbital energy	-0.306	Ha
molecular weight	115.14	g mol⁻¹

These are the Löwdin partial charges, in e, on atoms 1 to 4:
1. H 0.054
2. N 0.064
3. C -0.238
4. N -0.174

***

Structures ranked by computed energy, the most stable listed first: one, two.